A cluster of 2 separate species, C2H8NO in total at a distorted geometry, computed with ωB97M-V/def2-TZVPD.

Each atom is followed by the atoms it is bonded to, with distances in Å.
Atoms and positions in Å:
1 O 0.6973 -2.1114 1.2296  H2 0.961
2 H 0.2878 -1.2504 1.3497  O1 0.961
3 C 0.8708 1.1100 -0.2775  N4 1.470, H6 1.089, H7 1.090, H8 1.105
4 N -0.5203 0.8506 0.1221  C3 1.470, C5 1.460, H9 1.015
5 C -1.1445 0.2086 -1.0314  N4 1.460, H10 1.104, H11 1.101, H12 1.093
6 H 1.3227 0.1849 -0.6334  C3 1.089
7 H 1.4980 1.5530 0.4963  C3 1.090
8 H 0.8909 1.8402 -1.1068  C3 1.105
9 H -0.3903 0.2626 0.9389  N4 1.015
10 H -0.7544 -0.8029 -1.2413  C5 1.104
11 H -2.2413 0.2595 -0.9434  C5 1.101
12 H -0.9055 0.8263 -1.9014  C5 1.093

Computed properties:
- Kohn-Sham gap (eV) = 6.6
- spin multiplicity = 1
- HOMO energy (eV) = -2.3
- energy relative to the best compared isomer or geometry (same formula, charge and spin) (eV) = 1.098
- E_tot (a.u.) = -210.9439
- net charge = -1

Atomic partial charges in e from the Mulliken method, atoms 1 to 6: -1.110 0.069 -0.911 -0.504 -0.739 0.383


A cluster of 2 separate species, C2H8NO in total, computed with ωB97M-V/def2-TZVPD.

Each atom is followed by the atoms it is bonded to, with distances in Å.
Atoms and positions in Å:
1 O -1.2666 -1.9531 0.7105  H3 0.963, H4 0.967
2 H -0.4030 -0.4090 0.2857  N7 1.012
3 H -2.0891 -2.0453 1.2036  O1 0.963
4 H -1.1579 -2.7701 0.2055  O1 0.967
5 C -0.1112 1.2835 -0.9592  N7 1.442, H8 1.097, H9 1.083, H10 1.092
6 C 1.4973 0.3415 0.6231  N7 1.375, H11 1.079, H12 1.076
7 N 0.2272 0.3600 0.0959  H2 1.012, C5 1.442, C6 1.375
8 H -0.2624 0.7615 -1.9116  C5 1.097
9 H 0.7060 1.9826 -1.0884  C5 1.083
10 H -1.0504 1.8019 -0.7559  C5 1.092
11 H 1.8245 -0.5923 1.0543  C6 1.079
12 H 2.0856 1.2388 0.5365  C6 1.076

Computed properties:
- Kohn-Sham gap (spin up / spin down) (eV) = 6.0 / 9.9
- spin multiplicity = 2
- HOMO energy (spin up / spin down) (eV) = -5.4 / -9.3
- energy relative to the best compared isomer or geometry (same formula, charge and spin) (eV) = 0.397
- E_tot (a.u.) = -210.9157

Atomic partial charges in e from the Mulliken method, atoms 1 to 6: -0.659 0.220 0.298 0.302 -0.787 -0.651


A cluster of 2 separate species, C2H8NO in total at a distorted geometry, computed with ωB97M-V/def2-TZVPD.

Each atom is followed by the atoms it is bonded to, with distances in Å.
Atoms and positions in Å:
1 C 0.5513 0.5343 -0.2819  C2 1.381, N3 1.461, H4 1.071
2 C 1.4714 0.2014 -1.2569  C1 1.381, H5 1.080, H6 1.090
3 N -0.8847 0.5314 -0.5500  C1 1.461, H7 1.041, H8 1.054, H9 1.001
4 H 0.8478 0.8867 0.6845  C1 1.071
5 H 2.5197 0.3948 -1.0857  C2 1.080
6 H 1.2288 -0.3738 -2.1508  C2 1.090
7 H -1.2513 1.3113 0.0332  N3 1.041
8 H -0.9733 0.6523 -1.5932  N3 1.054
9 H -1.3170 -0.3253 -0.2659  N3 1.001
10 H 0.0218 -1.5732 2.1926  O12 0.969
11 H -1.5322 -1.3093 2.2585  O12 0.962
12 O -0.6822 -0.9307 2.0156  H10 0.969, H11 0.962

Computed properties:
- Kohn-Sham gap (spin up / spin down) (eV) = 4.1 / 9.2
- spin multiplicity = 2
- HOMO energy (spin up / spin down) (eV) = -3.5 / -8.8
- energy relative to the best compared isomer or geometry (same formula, charge and spin) (eV) = 2.633
- E_tot (a.u.) = -210.8335

Atomic partial charges in e from the Mulliken method, atoms 1 to 6: -0.567 -0.811 -1.089 0.446 0.221 0.314


A cluster of 2 separate species, C2H8NO in total at a distorted geometry, computed with ωB97M-V/def2-TZVPD.

Each atom is followed by the atoms it is bonded to, with distances in Å.
Atoms and positions in Å:
1 O 0.1694 -2.3197 -2.9225  H3 0.964, H4 0.966
2 H -1.0001 -0.1490 0.2505  N7 1.057
3 H 1.0467 -2.2606 -3.3177  O1 0.964
4 H -0.0840 -3.2392 -3.0739  O1 0.966
5 C -0.6988 1.0956 1.9512  N7 1.441, H8 1.111, H9 1.092, H10 1.092
6 C 0.7735 0.7554 0.0758  N7 1.268, H11 1.105, H12 1.102
7 N -0.3279 0.5511 0.6699  H2 1.057, C5 1.441, C6 1.268
8 H -1.7734 1.3688 1.8799  C5 1.111
9 H -0.1064 1.9899 2.1577  C5 1.092
10 H -0.5894 0.4773 2.8448  C5 1.092
11 H 1.1099 0.1530 -0.7871  C6 1.105
12 H 1.4805 1.5773 0.2714  C6 1.102

Computed properties:
- Kohn-Sham gap (eV) = 9.3
- spin multiplicity = 1
- HOMO energy (eV) = -14.7
- energy relative to the best compared isomer or geometry (same formula, charge and spin) (eV) = 1.354
- E_tot (a.u.) = -210.7034
- net charge = +1

Atomic partial charges in e from the Mulliken method, atoms 1 to 6: -0.646 0.354 0.327 0.327 -0.704 -0.028


A cluster of 2 separate species, C2H8NO in total at a distorted geometry, computed with ωB97M-V/def2-TZVPD.

Each atom is followed by the atoms it is bonded to, with distances in Å.
Atoms and positions in Å:
1 N 1.1069 -1.8240 1.0929  H2 1.027, H3 1.016, H4 1.015, H5 1.075
2 H 0.5257 -2.3614 1.7466  N1 1.027
3 H 1.2099 -2.3502 0.2294  N1 1.016
4 H 1.9950 -1.8074 1.5841  N1 1.015
5 H 0.6374 -0.8573 1.1240  N1 1.075
6 O 0.0258 0.6987 0.7156  C7 1.211
7 C -0.3142 0.6990 -0.4467  O6 1.211, C8 1.475, H9 1.103
8 C -1.1776 1.7284 -1.0553  C7 1.475, H10 1.086, H11 1.088, H12 1.100
9 H 0.0689 0.0165 -1.2237  C7 1.103
10 H -1.8299 1.2554 -1.7835  C8 1.086
11 H -1.7425 2.3847 -0.3964  C8 1.088
12 H -0.5055 2.4175 -1.5869  C8 1.100

Computed properties:
- Kohn-Sham gap (eV) = 10.9
- spin multiplicity = 1
- HOMO energy (eV) = -14.8
- energy relative to the best compared isomer or geometry (same formula, charge and spin) (eV) = 0.526
- E_tot (a.u.) = -210.7338
- net charge = +1

Atomic partial charges in e from the Mulliken method, atoms 1 to 6: -0.448 0.405 0.357 0.386 0.344 -0.618


A cluster of 2 separate species, C2H8NO in total at a distorted geometry, computed with ωB97M-V/def2-TZVPD.

Each atom is followed by the atoms it is bonded to, with distances in Å.
Atoms and positions in Å:
1 N 0.0143 1.2186 2.3141  H2 1.018, H3 1.026, H4 1.024, H5 1.020
2 H 0.7402 1.2511 3.0266  N1 1.018
3 H 0.2285 0.6472 1.4894  N1 1.026
4 H -0.7824 0.7314 2.7335  N1 1.024
5 H -0.3471 2.1584 2.1542  N1 1.020
6 C -0.2775 -1.1380 -2.4495  C7 1.324, H9 1.079, H10 1.089
7 C 0.1416 -0.2921 -1.5217  C6 1.324, O8 1.365, H11 1.084
8 O 0.4061 -0.6213 -0.2231  C7 1.365, H12 0.962
9 H -0.5698 -0.9006 -3.4610  C6 1.079
10 H -0.4859 -2.1784 -2.2056  C6 1.089
11 H 0.4938 0.6885 -1.8195  C7 1.084
12 H 0.4381 -1.5648 -0.0374  O8 0.962

Computed properties:
- Kohn-Sham gap (eV) = 8.5
- spin multiplicity = 1
- HOMO energy (eV) = -12.7
- energy relative to the best compared isomer or geometry (same formula, charge and spin) (eV) = 1.230
- E_tot (a.u.) = -210.7079
- net charge = +1

Atomic partial charges in e from the Mulliken method, atoms 1 to 6: -0.440 0.401 0.281 0.402 0.397 -0.793


A cluster of 2 separate species, C2H8NO2 in total at a distorted geometry, computed with ωB97M-V/def2-TZVPD.

Each atom is followed by the atoms it is bonded to, with distances in Å.
Atoms and positions in Å:
1 N 0.0056 1.3190 0.6010  C2 1.429, H4 1.031
2 C 1.1955 0.7885 0.0131  N1 1.429, O3 1.488, H6 1.145, H7 1.089
3 O 1.0280 0.5765 -1.4498  C2 1.488, H8 0.968
4 H 0.1130 2.3336 0.7503  N1 1.031
5 H -0.7510 0.1441 1.0001  O10 1.062
6 H 2.0957 1.4932 0.0775  C2 1.145
7 H 1.4622 -0.2107 0.3545  C2 1.089
8 H 0.1590 0.9776 -1.5950  O3 0.968
9 C -1.0727 -1.5049 -0.0160  O10 1.418, H11 1.101, H12 1.080, H13 1.119
10 O -1.1804 -0.8034 1.2120  H5 1.062, C9 1.418
11 H -1.7243 -2.3872 0.0790  C9 1.101
12 H -1.3033 -0.8559 -0.8475  C9 1.080
13 H -0.0274 -1.8705 -0.1792  C9 1.119

Computed properties:
- Kohn-Sham gap (eV) = 7.5
- spin multiplicity = 1
- HOMO energy (eV) = -3.0
- energy relative to the best compared isomer or geometry (same formula, charge and spin) (eV) = 1.132
- E_tot (a.u.) = -286.2057
- net charge = -1

Atomic partial charges in e from the Mulliken method, atoms 1 to 6: -0.666 -0.330 -0.622 0.043 0.427 0.226


A cluster of 2 separate species, C2H8NO2 in total at a distorted geometry, computed with ωB97M-V/def2-TZVPD.

Each atom is followed by the atoms it is bonded to, with distances in Å.
Atoms and positions in Å:
1 C -0.2281 -0.8095 1.9485  O2 1.410, H3 1.098, H4 1.090, H5 1.109
2 O -0.0888 0.5801 2.1459  C1 1.410, H13 1.007
3 H -0.5300 -1.2680 2.8994  C1 1.098
4 H -0.9925 -0.9931 1.1938  C1 1.090
5 H 0.6960 -1.1891 1.4669  C1 1.109
6 N -0.5121 -0.0161 -2.4819  C7 1.545, H9 1.015, H10 1.013
7 C 0.4851 -0.2750 -1.3301  N6 1.545, O8 1.321, H11 1.121, H12 1.118
8 O 0.4159 0.6025 -0.3455  C7 1.321
9 H -1.2743 0.4089 -1.9627  N6 1.015
10 H -0.0321 0.6573 -3.0663  N6 1.013
11 H 0.1973 -1.3011 -0.9809  C7 1.121
12 H 1.5074 -0.4262 -1.7558  C7 1.118
13 H -0.0166 0.9991 1.2330  O2 1.007

Computed properties:
- Kohn-Sham gap (eV) = 7.6
- spin multiplicity = 1
- HOMO energy (eV) = -3.1
- energy relative to the best compared isomer or geometry (same formula, charge and spin) (eV) = 0.789
- E_tot (a.u.) = -286.2183
- net charge = -1

Atomic partial charges in e from the Mulliken method, atoms 1 to 6: -0.439 -0.608 0.257 0.167 0.173 -0.728


A cluster of 2 separate species, C2H8NO2 in total at a distorted geometry, computed with ωB97M-V/def2-TZVPD.

Each atom is followed by the atoms it is bonded to, with distances in Å.
Atoms and positions in Å:
1 C 1.1749 -2.6034 0.5033  N2 1.501, H3 1.083, H4 1.085, H5 1.084
2 N 0.9224 -1.2759 1.1558  C1 1.501, H6 1.017, H7 1.019, H8 1.016
3 H 1.7116 -2.4261 -0.4200  C1 1.083
4 H 0.2191 -3.0717 0.2925  C1 1.085
5 H 1.7189 -3.2504 1.1815  C1 1.084
6 H 0.0579 -0.8125 0.8855  N2 1.017
7 H 0.7600 -1.4667 2.1431  N2 1.019
8 H 1.7523 -0.6904 1.1607  N2 1.016
9 O -0.0680 0.6450 -0.4305  C10 1.196
10 C -0.7157 1.4475 -1.0366  O9 1.196, O11 1.318, H12 1.097
11 O -1.5524 2.2496 -0.4100  C10 1.318, H13 0.974
12 H -0.7108 1.6577 -2.1131  C10 1.097
13 H -2.2450 2.7122 -0.9140  O11 0.974

Computed properties:
- Kohn-Sham gap (eV) = 11.8
- spin multiplicity = 1
- HOMO energy (eV) = -15.1
- energy relative to the best compared isomer or geometry (same formula, charge and spin) (eV) = 0.656
- E_tot (a.u.) = -285.9944
- net charge = +1

Atomic partial charges in e from the Mulliken method, atoms 1 to 6: -0.756 -0.280 0.308 0.333 0.352 0.350


A cluster of 2 separate species, C2H8NO2 in total at a distorted geometry, computed with ωB97M-V/def2-TZVPD.

Each atom is followed by the atoms it is bonded to, with distances in Å.
Atoms and positions in Å:
1 C 0.0324 -1.0825 -0.1848  C2 1.491, H6 1.094, H7 1.205, H8 1.172
2 C 0.4688 -0.0415 0.7886  C1 1.491, N3 1.303, O4 1.313
3 N 1.1747 -0.3933 1.8259  C2 1.303, H9 0.994, H11 0.989
4 O 0.2130 1.2464 0.7956  C2 1.313, H12 1.028
5 O -1.2122 1.3069 -1.2748  H10 0.991, H13 0.938
6 H 0.2580 -0.6686 -1.1726  C1 1.094
7 H 0.6213 -2.0881 0.1227  C1 1.205
8 H -1.1236 -1.2740 -0.1431  C1 1.172
9 H 1.3949 0.2198 2.5765  N3 0.994
10 H -0.3425 1.7645 -1.4021  O5 0.991
11 H 1.8063 -1.1520 1.7717  N3 0.989
12 H -0.6710 1.4803 0.3252  O4 1.028
13 H -1.7769 1.9095 -1.7192  O5 0.938

Computed properties:
- Kohn-Sham gap (eV) = 12.8
- spin multiplicity = 1
- HOMO energy (eV) = -16.8
- energy relative to the best compared isomer or geometry (same formula, charge and spin) (eV) = 0.945
- E_tot (a.u.) = -285.9837
- net charge = +1

Atomic partial charges in e from the Mulliken method, atoms 1 to 6: -0.768 0.712 -0.308 -0.530 -0.668 0.308